No. 1
{
  "formula": "C50H41IrN4O3P2STe",
  "method": "ωB97M-V/def2-TZVPD",
  "relative_energy_ev": 0.377,
  "homo_ev": [-8.892, -9.829],
  "gap_ev": [5.89, 4.90],
  "spin_multiplicity": 6,
  "total_charge": 1,
  "total_energy_ha": -3827.56437,
  "elements": ["Ir", "C", "O", "C", "C", "C", "C", "C", "C", "N", "N", "C", "O", "C", "C", "C", "C", "C", "C", "C", "O", "H", "H", "H", "H", "H", "H", "H", "H", "H", "H", "H", "H", "Te", "C", "C", "C", "N", "C", "C", "C", "P", "C", "C", "C", "C", "C", "C", "C", "C", "C", "C", "C", "C", "P", "C", "C", "C", "C", "C", "C", "C", "C", "C", "C", "C", "C", "H", "H", "H", "H", "H", "H", "H", "H", "H", "H", "H", "H", "H", "H", "H", "H", "H", "H", "H", "H", "H", "H", "H", "H", "S", "C", "N", "C", "C", "C", "C", "H", "H", "H", "H", "H"],
  "xyz": [[0.540, 0.753, 0.646], [-2.705, 2.065, 3.818], [-1.865, 2.866, 4.642], [-0.520, 2.907, 4.568], [0.109, 3.596, 5.575], [1.512, 3.703, 5.628], [2.290, 3.133, 4.660], [1.714, 2.433, 3.571], [2.631, 1.931, 2.626], [2.410, 1.259, 1.499], [3.535, 0.895, 0.879], [3.314, 0.152, -0.227], [2.166, -0.142, -0.659], [4.515, -0.341, -0.936], [5.794, -0.102, -0.435], [6.899, -0.593, -1.107], [6.732, -1.318, -2.278], [5.460, -1.558, -2.779], [4.350, -1.075, -2.110], [0.267, 2.292, 3.499], [-0.333, 1.700, 2.557], [-3.700, 2.217, 4.229], [-2.433, 1.011, 3.875], [-2.677, 2.395, 2.778], [-0.508, 4.036, 6.345], [1.967, 4.230, 6.454], [3.366, 3.207, 4.708], [3.679, 2.110, 2.841], [5.909, 0.462, 0.479], [7.891, -0.412, -0.719], [7.598, -1.698, -2.802], [5.335, -2.126, -3.690], [3.351, -1.266, -2.477], [-2.535, 0.783, -0.028], [-3.395, 1.114, -1.921], [-4.385, 0.273, -2.411], [-5.033, 0.649, -3.580], [-4.760, 1.759, -4.250], [-3.811, 2.549, -3.770], [-3.101, 2.283, -2.608], [-1.056, -0.679, -0.316], [-0.621, -1.461, 1.273], [0.784, -2.560, 0.949], [0.747, -3.637, 0.064], [1.890, -4.379, -0.174], [3.077, -4.059, 0.471], [3.116, -3.009, 1.374], [1.972, -2.265, 1.612], [-1.968, -2.572, 1.858], [-1.745, -3.932, 2.054], [-2.756, -4.747, 2.538], [-3.996, -4.215, 2.855], [-4.213, -2.852, 2.706], [-3.202, -2.037, 2.229], [-0.596, -1.483, -1.870], [-1.988, -2.614, -2.190], [-3.106, -2.723, -1.370], [-4.074, -3.685, -1.618], [-3.940, -4.543, -2.698], [-2.825, -4.447, -3.521], [-1.850, -3.501, -3.260], [-0.778, -0.232, -3.183], [0.195, 0.765, -3.243], [0.172, 1.713, -4.253], [-0.794, 1.647, -5.245], [-1.737, 0.629, -5.220], [-1.733, -0.301, -4.194], [-4.658, -0.645, -1.912], [-5.811, 0.019, -3.993], [-3.602, 3.447, -4.339], [-2.332, 2.963, -2.270], [-0.176, -3.905, -0.435], [1.856, -5.206, -0.870], [3.970, -4.635, 0.273], [4.035, -2.765, 1.888], [2.005, -1.437, 2.311], [-0.786, -4.371, 1.821], [-2.569, -5.804, 2.668], [-4.781, -4.854, 3.235], [-5.167, -2.420, 2.976], [-3.390, -0.972, 2.146], [-3.226, -2.059, -0.519], [-4.931, -3.762, -0.962], [-4.696, -5.291, -2.895], [-2.710, -5.119, -4.360], [-0.970, -3.450, -3.890], [0.985, 0.785, -2.513], [0.926, 2.488, -4.275], [-0.805, 2.375, -6.044], [-2.489, 0.567, -5.995], [-2.483, -1.082, -4.181], [0.254, 3.034, -0.492], [1.155, 4.040, 0.563], [0.511, 4.626, 1.609], [1.097, 5.442, 2.522], [2.425, 5.731, 2.413], [3.144, 5.155, 1.350], [2.525, 4.321, 0.445], [-0.475, 4.407, 1.695], [0.459, 5.820, 3.305], [2.897, 6.380, 3.132], [4.198, 5.365, 1.243], [3.069, 3.859, -0.365]],
  "forces_ev_per_angstrom": [[-0.98, 0.82, -0.64], [-0.07, -0.08, -0.12], [0.12, 0.22, 0.03], [0.23, -0.07, 0.09], [-0.15, -0.18, -0.25], [0.19, -0.10, -0.16], [-0.14, 0.10, 0.23], [-0.06, -0.11, -0.07], [-0.15, -0.16, -0.28], [0.38, -0.05, 0.55], [-0.07, 0.12, 0.26], [-0.31, -0.10, -0.21], [0.40, -0.09, 0.03], [-0.10, 0.04, 0.00], [-0.02, 0.01, 0.01], [0.01, 0.00, -0.01], [0.00, 0.00, -0.01], [0.00, 0.00, 0.00], [-0.02, 0.03, 0.10], [-0.20, 0.00, 0.06], [0.17, 0.06, 0.14], [0.01, -0.05, -0.03], [0.00, 0.01, -0.02], [-0.03, -0.04, 0.08], [-0.04, 0.02, 0.05], [0.03, 0.02, 0.02], [0.08, 0.02, 0.01], [0.10, -0.03, -0.02], [0.00, 0.01, 0.02], [0.03, 0.01, 0.01], [0.04, -0.03, -0.03], [0.00, -0.03, -0.05], [-0.04, 0.00, -0.01], [0.13, -0.10, 0.13], [0.00, 0.12, -0.07], [-0.03, 0.07, 0.08], [-0.01, -0.17, 0.07], [-0.10, 0.04, -0.16], [0.11, 0.14, 0.07], [-0.01, -0.07, 0.06], [0.20, -0.18, 0.16], [-0.05, -0.04, -0.19], [-0.01, 0.02, 0.04], [-0.02, 0.00, -0.02], [0.02, -0.02, -0.02], [-0.01, 0.00, 0.00], [0.03, -0.02, 0.00], [0.01, 0.01, 0.03], [0.11, 0.07, 0.20], [0.04, -0.05, -0.08], [-0.06, -0.04, 0.02], [0.01, 0.03, -0.01], [-0.02, -0.04, 0.01], [-0.04, 0.15, -0.05], [0.07, 0.00, -0.07], [-0.01, -0.09, 0.08], [0.03, 0.05, 0.09], [-0.02, -0.04, -0.04], [-0.01, 0.01, 0.01], [-0.06, -0.04, -0.03], [0.02, -0.02, 0.04], [0.00, 0.02, -0.03], [-0.16, 0.01, -0.08], [0.00, 0.06, -0.05], [0.01, 0.01, -0.02], [0.01, -0.04, -0.05], [0.00, -0.07, -0.04], [-0.01, -0.01, 0.00], [-0.05, -0.05, 0.00], [0.03, 0.05, -0.01], [0.03, 0.05, 0.03], [-0.02, 0.01, -0.02], [0.00, -0.03, -0.02], [0.05, -0.04, -0.01], [0.04, 0.01, 0.02], [-0.01, 0.01, 0.01], [-0.02, 0.01, 0.04], [0.00, -0.03, 0.01], [-0.03, -0.02, 0.01], [-0.03, 0.01, 0.01], [0.04, -0.07, 0.02], [0.01, -0.13, -0.10], [-0.05, -0.01, 0.03], [-0.01, -0.02, 0.00], [0.00, -0.02, -0.02], [0.02, 0.02, -0.02], [0.18, 0.01, 0.22], [0.03, 0.04, -0.01], [0.00, 0.03, -0.03], [-0.03, 0.00, -0.03], [0.02, 0.02, 0.00], [0.15, -0.21, 0.19], [-0.03, 0.17, 0.18], [0.25, 0.18, 0.00], [-0.05, -0.14, -0.31], [-0.03, -0.10, -0.18], [-0.17, -0.04, 0.01], [0.02, 0.13, 0.13], [-0.03, 0.00, 0.00], [-0.04, 0.00, 0.03], [0.02, 0.02, 0.02], [0.07, 0.01, -0.01], [0.02, 0.01, -0.02]]
}

=====

No. 2
{
  "formula": "C50H41N7O2P2Sn",
  "method": "ωB97M-V/def2-TZVPD",
  "relative_energy_ev": 0.000,
  "homo_ev": -6.215,
  "gap_ev": 6.37,
  "total_charge": 0,
  "total_energy_ha": -3360.75883,
  "elements": ["Sn", "N", "C", "N", "C", "N", "N", "C", "C", "C", "C", "C", "C", "N", "C", "C", "C", "C", "C", "C", "H", "H", "H", "H", "H", "H", "H", "H", "H", "H", "H", "C", "P", "C", "C", "C", "C", "C", "C", "C", "C", "C", "C", "C", "C", "C", "C", "C", "C", "C", "P", "C", "C", "C", "C", "C", "C", "C", "C", "C", "C", "C", "C", "N", "H", "H", "H", "H", "H", "H", "H", "H", "H", "H", "H", "H", "H", "H", "H", "H", "H", "H", "H", "H", "H", "H", "H", "H", "H", "H", "O", "C", "O", "C", "C", "C", "C", "C", "N", "H", "H", "H", "H"],
  "xyz": [[-0.168, 0.161, 0.394], [-2.858, 2.066, -2.405], [-2.384, 1.860, -1.151], [-1.213, 2.180, -0.735], [-0.327, 2.783, -1.638], [0.860, 3.103, -1.291], [1.235, 2.631, -0.072], [1.666, 3.378, 0.852], [2.141, 2.693, 2.071], [3.227, 3.167, 2.786], [3.663, 2.446, 3.890], [2.972, 1.297, 4.248], [1.870, 0.928, 3.480], [1.466, 1.610, 2.414], [-0.764, 3.028, -3.029], [0.060, 3.607, -3.994], [-0.392, 3.791, -5.285], [-1.678, 3.375, -5.636], [-2.505, 2.793, -4.698], [-2.048, 2.631, -3.391], [-3.767, 1.712, -2.653], [-3.086, 1.399, -0.459], [1.757, 4.465, 0.768], [3.738, 4.067, 2.466], [4.528, 2.772, 4.454], [3.260, 0.702, 5.104], [1.278, 0.056, 3.743], [1.059, 3.905, -3.702], [0.248, 4.254, -6.025], [-2.031, 3.503, -6.652], [-3.498, 2.451, -4.968], [-3.516, -0.089, 1.778], [-1.915, -0.498, 2.597], [-2.262, -2.018, 3.540], [-3.377, -2.142, 4.371], [-3.615, -3.326, 5.050], [-2.735, -4.396, 4.910], [-1.621, -4.277, 4.094], [-1.384, -3.091, 3.404], [-1.730, 0.795, 3.872], [-1.392, 0.508, 5.193], [-1.044, 1.530, 6.069], [-1.024, 2.848, 5.634], [-1.350, 3.142, 4.316], [-1.690, 2.124, 3.440], [-3.448, -0.247, 0.275], [-4.493, -0.073, -0.613], [-3.990, -0.394, -1.898], [-2.669, -0.759, -1.721], [-1.728, -1.289, -2.768], [0.022, -0.939, -2.338], [0.830, -0.570, -3.936], [1.271, 0.734, -4.158], [1.938, 1.065, -5.332], [2.178, 0.090, -6.287], [1.731, -1.211, -6.080], [1.056, -1.540, -4.914], [0.689, -2.589, -1.921], [-0.114, -3.505, -1.241], [0.417, -4.701, -0.777], [1.758, -4.992, -0.975], [2.569, -4.082, -1.641], [2.041, -2.886, -2.106], [-2.319, -0.663, -0.395], [-3.791, 0.927, 2.065], [-4.279, -0.755, 2.184], [-4.058, -1.306, 4.494], [-4.486, -3.419, 5.686], [-2.923, -5.321, 5.442], [-0.930, -5.104, 3.990], [-0.516, -2.991, 2.759], [-1.393, -0.519, 5.538], [-0.783, 1.294, 7.094], [-0.748, 3.642, 6.317], [-1.321, 4.167, 3.965], [-1.898, 2.362, 2.400], [-5.497, 0.240, -0.365], [-4.534, -0.390, -2.832], [-1.934, -0.824, -3.732], [-1.835, -2.369, -2.893], [1.092, 1.492, -3.402], [2.277, 2.081, -5.495], [2.716, 0.338, -7.194], [1.915, -1.973, -6.828], [0.714, -2.555, -4.753], [-1.154, -3.269, -1.043], [-0.218, -5.400, -0.247], [2.175, -5.918, -0.599], [3.622, -4.295, -1.785], [2.686, -2.182, -2.620], [2.385, -2.756, 2.240], [1.971, -1.917, 1.461], [0.719, -1.657, 1.242], [2.997, -1.102, 0.684], [4.349, -1.402, 0.777], [5.242, -0.654, 0.031], [4.759, 0.369, -0.775], [3.397, 0.609, -0.791], [2.537, -0.115, -0.075], [4.653, -2.213, 1.423], [6.304, -0.859, 0.080], [5.423, 0.971, -1.382], [2.972, 1.403, -1.392]],
  "forces_ev_per_angstrom": [[0.85, -0.20, 0.57], [0.81, 1.05, -0.30], [-0.90, 0.64, -0.90], [0.47, 1.36, -0.72], [-0.62, -0.10, -0.21], [0.50, 0.48, -0.04], [-0.09, -0.11, 0.35], [0.22, 0.16, -0.50], [-0.08, 0.53, -0.10], [0.27, 0.04, 0.19], [-0.10, -0.08, -0.05], [-0.11, 0.09, -0.15], [0.05, 0.01, 0.17], [-0.10, -0.72, 0.49], [-0.06, 0.15, 0.28], [-0.11, 0.25, -0.05], [0.01, 0.02, 0.05], [0.03, -0.03, 0.04], [-0.01, -0.05, -0.13], [-0.29, -0.13, 0.43], [0.06, -0.09, 0.19], [0.13, 0.68, -0.39], [-0.01, -0.04, -0.09], [-0.02, -0.02, 0.02], [-0.03, 0.00, 0.00], [0.01, 0.01, -0.03], [0.08, 0.00, -0.05], [-0.02, 0.02, 0.00], [-0.01, -0.04, 0.01], [0.01, 0.00, 0.02], [0.01, 0.05, 0.03], [0.09, -0.02, -0.11], [-0.16, -0.11, 0.29], [-0.01, -0.02, -0.02], [-0.01, -0.06, 0.03], [0.00, 0.00, -0.01], [-0.02, 0.04, 0.00], [0.02, 0.04, -0.02], [0.04, 0.02, 0.00], [0.09, 0.01, -0.09], [-0.03, 0.03, 0.01], [0.00, -0.01, -0.04], [-0.01, -0.02, 0.00], [0.00, -0.02, 0.00], [-0.02, -0.03, 0.05], [-0.06, -1.09, 0.36], [-0.33, -0.36, -0.17], [-0.30, -0.56, 0.35], [-0.16, -0.27, 0.30], [-0.05, 0.13, 0.16], [0.35, -0.24, -0.17], [0.08, 0.13, 0.03], [0.05, -0.12, 0.12], [-0.02, -0.07, 0.00], [-0.01, -0.02, 0.01], [-0.03, -0.01, 0.01], [-0.03, 0.02, -0.03], [-0.02, 0.03, 0.06], [-0.02, 0.01, -0.01], [-0.01, 0.03, -0.02], [0.01, 0.03, 0.00], [-0.03, 0.04, 0.02], [-0.01, 0.02, 0.00], [-0.52, -0.59, -0.01], [-0.04, 0.08, -0.01], [-0.09, 0.05, 0.00], [0.00, -0.01, -0.01], [0.02, 0.00, 0.01], [0.01, 0.02, -0.01], [-0.02, 0.02, -0.01], [-0.01, 0.00, 0.02], [0.00, 0.01, 0.00], [-0.02, 0.00, -0.02], [-0.01, -0.01, -0.01], [-0.01, -0.02, 0.00], [0.01, 0.02, 0.02], [0.01, -0.02, 0.02], [-0.01, -0.07, -0.02], [-0.02, 0.04, -0.07], [-0.11, 0.01, -0.09], [0.22, -0.27, -0.10], [-0.01, -0.02, 0.02], [-0.02, 0.00, 0.01], [-0.01, 0.01, 0.00], [0.05, 0.00, 0.00], [0.05, -0.04, 0.04], [0.01, 0.03, 0.00], [-0.01, 0.03, -0.01], [-0.03, 0.00, -0.01], [-0.01, 0.01, 0.04], [0.12, -0.24, 0.24], [-0.56, 0.06, -0.15], [0.79, -0.44, 0.07], [-0.15, 0.05, -0.08], [0.06, -0.05, 0.04], [0.03, -0.01, 0.04], [0.03, 0.00, -0.02], [-0.05, -0.17, 0.08], [-0.03, 0.01, -0.22], [0.01, 0.02, -0.01], [-0.01, -0.02, -0.02], [0.01, 0.00, 0.02], [-0.01, 0.01, -0.04]]
}